Entry a
This record from the OMol25 dataset describes a single C4H10N2S molecule. The level of theory is ωB97M-V with the def2-TZVPD basis set.

Output
Gap between HOMO and LUMO (eV): 9.393
Lowest unoccupied orbital energy (eV): 0.877
SMILES: C=NNCCCS
E_HOMO (eV): -8.52

```
17
Properties=species:S:1:pos:R:3:lowdin_charge:R:1
C 1.709 -0.092 0.557 -0.545
C 1.117 1.119 -0.122 -0.277
C -0.412 1.192 -0.402 -0.189
C -2.177 -1.139 0.618 -0.077
H 0.285 -1.992 -0.104 -0.091
H 1.305 -0.374 1.537 0.070
H 2.757 0.124 0.742 0.060
H 1.269 2.027 0.519 0.119
H 1.772 1.334 -0.915 0.078
H -0.899 1.180 0.597 0.098
H -0.811 1.972 -0.996 0.093
H -0.534 -0.347 -2.010 0.124
H -2.040 -0.220 1.215 0.052
H -2.319 -2.167 1.026 0.076
N -1.040 0.075 -1.165 -0.107
N -1.609 -1.104 -0.547 -0.121
S 1.625 -1.589 -0.550 0.636
```

=====

Entry b
This record from the OMol25 dataset describes C4H10N2S as an isolated structure. The level of theory is ωB97M-V with the def2-TZVPD basis set.

Output
Gap between HOMO and LUMO (eV): 8.187
Lowest unoccupied orbital energy (eV): 0.183
E_HOMO (eV): -8.00

```
17
Properties=species:S:1:pos:R:3:lowdin_charge:R:1
C 2.595 0.054 -0.588 -0.144
C 0.326 -1.788 0.041 -0.148
C -0.718 0.497 0.069 -0.731
C -0.495 2.044 0.033 -0.106
H 2.358 0.575 -1.522 0.078
H 2.556 -0.976 -0.891 -0.014
H 3.692 0.303 -0.221 0.128
H 2.204 -0.026 1.421 0.154
H 0.364 -2.474 1.562 0.182
H 1.671 -2.007 -0.543 0.128
H -0.813 -1.841 -0.837 0.078
H 0.122 2.267 0.963 0.079
H 0.302 2.242 -0.751 0.070
H -1.299 2.896 -0.201 0.120
N 1.671 0.316 0.535 -0.094
N 0.359 -0.277 0.339 -0.306
S -2.226 -0.380 -0.152 0.526
```

=====

Which structure is the least stable? The one labeled entry b.

=====

Entry a
This record from the OMol25 dataset describes a single C4H10N2S molecule. The level of theory is ωB97M-V with the def2-TZVPD basis set.

Output
Gap between HOMO and LUMO (eV): 9.387
Lowest unoccupied orbital energy (eV): 0.649
SMILES: NC[C@@H]1[C@@H](N)[C@@H]1S
E_HOMO (eV): -8.74

```
17
Properties=species:S:1:pos:R:3:lowdin_charge:R:1
C -0.717 1.342 0.578 -0.267
C 0.054 0.099 0.739 -0.369
C 0.805 -0.571 -0.196 -0.365
C -0.178 -1.429 0.620 -0.564
H -1.987 0.785 -0.886 0.021
H -2.035 2.453 -0.400 0.154
H -1.423 1.648 1.406 0.111
H 0.171 2.229 0.596 0.165
H 0.619 -0.120 1.533 0.091
H 0.549 -0.342 -1.171 0.093
H 2.954 0.178 -0.378 0.118
H 2.715 -1.261 -1.182 0.055
H 0.379 -1.924 1.476 0.130
H -1.238 -1.960 -1.547 -0.008
N -1.307 1.582 -0.797 -0.051
N 2.363 -0.795 -0.309 -0.003
S -1.726 -1.913 -0.082 0.691
```

=====

Entry b
This record from the OMol25 dataset describes a single C4H10N2S molecule. The level of theory is ωB97M-V with the def2-TZVPD basis set.

Output
Gap between HOMO and LUMO (eV): 9.929
Lowest unoccupied orbital energy (eV): 0.847
SMILES: [H]/N=C(\C)NSCC
E_HOMO (eV): -9.08

```
17
Properties=species:S:1:pos:R:3:lowdin_charge:R:1
C -1.694 0.944 -0.387 -0.195
C -2.115 -0.563 -0.165 -0.525
C 1.615 -0.448 -0.097 -0.567
C 1.461 0.483 0.986 -0.092
H -0.724 0.886 -1.006 0.068
H -2.513 1.530 -0.943 0.085
H -1.567 1.556 0.521 0.056
H -2.512 -1.031 -1.123 0.080
H -2.967 -0.527 0.643 0.091
H 0.644 -1.863 -1.201 0.103
H 0.667 1.213 0.790 0.066
H 2.524 0.911 0.997 0.103
H 1.385 0.149 2.008 0.075
H 3.380 0.032 -0.332 0.032
N 0.376 -0.989 -0.649 -0.322
N 2.778 -0.746 -0.623 0.104
S -0.738 -1.539 0.580 0.838
```

=====

Entry c
This record from the OMol25 dataset describes a single C4H10N2S molecule. The level of theory is ωB97M-V with the def2-TZVPD basis set.

Output
Gap between HOMO and LUMO (eV): 9.799
Lowest unoccupied orbital energy (eV): 0.861
SMILES: N/N=C\CCCS
E_HOMO (eV): -8.94

```
17
Properties=species:S:1:pos:R:3:lowdin_charge:R:1
C -1.143 -0.035 -1.013 -0.225
C -0.605 1.084 -0.155 -0.200
C 0.929 1.209 -0.120 -0.268
C 1.649 0.040 0.575 -0.574
H -2.021 -2.352 0.817 0.082
H -1.107 -1.046 1.310 0.063
H -1.070 0.099 -2.092 0.110
H -1.009 1.034 0.840 0.091
H -1.032 2.015 -0.609 0.124
H 1.329 1.307 -1.164 0.117
H 1.153 2.126 0.428 0.102
H 1.104 -0.247 1.483 0.060
H 2.656 0.378 0.880 0.066
H 0.741 -1.718 -0.797 -0.175
N -1.867 -1.352 0.706 -0.003
N -1.707 -1.115 -0.644 -0.067
S 2.003 -1.426 -0.444 0.696
```

=====

Which structure is the least stable? The one labeled entry a.

=====

Entry a
This record from the OMol25 dataset describes a 2-piece molecular cluster, C4H10N2S overall. The level of theory is ωB97M-V with the def2-TZVPD basis set.

Output
Gap between HOMO and LUMO (eV): 8.628
Lowest unoccupied orbital energy (eV): 0.450
E_HOMO (eV): -8.18

```
17
Properties=species:S:1:pos:R:3:lowdin_charge:R:1
C -0.203 1.828 -0.461 -0.063
C -0.243 -0.082 0.979 -0.228
C -1.211 -1.103 0.299 -0.372
C 1.871 0.512 -0.194 -0.694
H -1.064 1.527 -1.066 0.074
H -0.413 2.422 0.640 0.158
H 0.540 2.348 -1.289 0.134
H 0.532 -0.586 1.797 0.148
H -0.949 0.601 1.507 0.103
H -1.932 -0.359 0.051 0.062
H -1.535 -1.978 0.983 0.126
H 0.532 -1.520 -0.977 0.092
H -1.112 -3.048 -0.875 0.207
H 2.663 1.397 -0.584 0.131
N 0.565 0.692 0.041 -0.317
N -0.714 -1.719 -0.915 -0.124
S 2.674 -0.930 0.064 0.562
```

=====

Entry b
This record from the OMol25 dataset describes a 2-piece molecular cluster, C4H10N2S overall. The level of theory is ωB97M-V with the def2-TZVPD basis set.

Output
Gap between HOMO and LUMO (alpha / beta) (eV): 7.703 / 7.702
Lowest unoccupied orbital energy (alpha / beta) (eV): 0.418 / 0.418
SMILES: C/C=[NH+]/[S-].C=CN
E_HOMO (alpha / beta) (eV): -7.28 / -7.28

```
17
Properties=species:S:1:pos:R:3:lowdin_charge:R:1
C 1.087 0.500 -1.048 -0.323
C -0.752 -1.878 0.324 -0.064
C -0.238 0.486 -1.438 -0.051
C -1.105 -0.450 0.699 -0.303
N 1.623 1.262 -0.115 0.043
N -0.486 0.294 1.579 -0.504
S -0.856 1.955 1.936 0.327
H 1.696 -0.349 -1.451 0.127
H -1.383 -2.420 -0.380 0.077
H 0.306 -1.783 -0.078 0.080
H -0.729 -2.461 1.274 0.088
H -0.952 1.196 -1.066 0.039
H -0.512 -0.123 -2.274 0.055
H -2.108 -0.001 0.456 0.121
H 2.648 1.432 -0.073 0.131
H 0.613 0.222 1.538 0.112
H 1.149 2.119 0.119 0.045
```

=====

Which structure is the least stable? The one labeled entry a.

=====

Entry a
This record from the OMol25 dataset describes a single CH4N2S2 molecule. The level of theory is ωB97M-V with the def2-TZVPD basis set.

Output
Gap between HOMO and LUMO (eV): 9.677
Lowest unoccupied orbital energy (eV): 0.663
SMILES: SSN1CN1
E_HOMO (eV): -9.01

```
9
Properties=species:S:1:pos:R:3:lowdin_charge:R:1
C 0.748 -0.813 0.374 -0.339
N 0.668 0.201 -0.609 -0.081
N -0.384 0.027 0.347 -0.504
S -3.286 0.398 0.097 0.346
S -1.753 -0.879 -0.146 0.451
H 0.688 -1.822 0.077 0.064
H 1.597 -0.534 1.208 0.155
H 1.299 1.105 -0.568 0.150
H -3.495 0.634 -1.150 -0.242
```

=====

Entry b
This record from the OMol25 dataset describes a single CH4N2S2 molecule. The level of theory is ωB97M-V with the def2-TZVPD basis set.

Output
Gap between HOMO and LUMO (eV): 9.284
Lowest unoccupied orbital energy (eV): 0.732
SMILES: S/N=C/NS
E_HOMO (eV): -8.55

```
9
Properties=species:S:1:pos:R:3:lowdin_charge:R:1
C 0.273 0.618 -0.046 -0.386
H -2.954 -0.609 0.713 -0.152
H -1.551 1.204 -0.684 0.064
H 0.599 1.694 0.064 0.129
H 2.992 -1.685 0.351 -0.183
N -1.171 0.534 -0.013 -0.496
N 1.028 -0.405 -0.099 -0.395
S -1.984 -0.876 -0.160 0.730
S 2.770 -0.475 -0.126 0.687
```

=====

Which structure is the least stable? The one labeled entry a.

=====

Entry a
This record from the OMol25 dataset describes a 6-piece molecular cluster, H13NO5 overall. The level of theory is ωB97M-V with the def2-TZVPD basis set.

Output
Gap between HOMO and LUMO (eV): 11.234
Lowest unoccupied orbital energy (eV): 0.627
SMILES: N.O.O.O.O.O
E_HOMO (eV): -10.61

```
19
Properties=species:S:1:pos:R:3:lowdin_charge:R:1
N -1.115 -1.286 -2.057 0.030
H -1.339 -1.917 -1.290 0.032
H -1.928 -1.061 -2.613 0.038
H -0.441 -1.873 -2.545 0.043
H -2.346 0.410 1.740 0.046
H -0.944 0.126 1.387 0.005
O -1.834 -0.008 1.030 -0.063
H 0.696 3.929 -0.619 0.033
H 0.407 2.410 -0.407 -0.004
O 0.756 3.208 0.009 -0.064
H 0.008 0.011 -1.434 0.020
H 1.594 -0.130 -1.159 0.044
O 0.837 0.448 -1.040 -0.111
H -0.347 -2.785 1.555 0.037
H 0.507 -1.618 1.510 0.003
O 0.400 -2.460 1.035 -0.070
H 1.266 1.085 0.989 -0.006
H 2.335 0.922 2.113 0.049
O 1.489 0.590 1.794 -0.060
```

=====

Entry b
This record from the OMol25 dataset describes a 6-piece molecular cluster, H13NO5 overall. The level of theory is ωB97M-V with the def2-TZVPD basis set.

Output
Gap between HOMO and LUMO (eV): 11.586
Lowest unoccupied orbital energy (eV): 0.645
SMILES: N.O.O.O.O.O
E_HOMO (eV): -10.94

```
19
Properties=species:S:1:pos:R:3:lowdin_charge:R:1
N -0.508 0.259 -2.744 0.012
H -0.682 0.316 -3.743 0.031
H -1.458 0.046 -2.366 0.053
H -0.021 -0.644 -2.629 0.048
H 0.411 1.088 0.726 0.019
H 0.362 1.357 2.268 0.087
O 0.459 0.627 1.624 -0.102
H 3.782 0.562 1.590 0.018
H 2.282 0.518 1.194 -0.008
O 3.172 0.795 0.904 -0.072
H 1.218 2.302 -0.720 0.068
H 0.280 1.269 -1.428 -0.002
O 0.332 1.909 -0.689 -0.066
H -0.641 -0.815 1.756 0.002
H -0.229 -2.254 1.767 0.056
O -0.941 -1.684 2.081 -0.070
H -3.136 -2.400 -0.115 0.023
H -2.109 -1.617 0.685 -0.026
O -2.572 -1.633 -0.163 -0.073
```

=====

Which structure is the least stable? The one labeled entry a.

=====

Entry a
This record from the OMol25 dataset describes S2 as an isolated structure. The level of theory is ωB97M-V with the def2-TZVPD basis set.

Output
Gap between HOMO and LUMO (eV): 5.445
Lowest unoccupied orbital energy (eV): -4.427
E_HOMO (eV): -9.87

```
2
Properties=species:S:1:pos:R:3:lowdin_charge:R:1
S 0.000 0.000 1.354 0.000
S 0.000 0.000 -1.354 0.000
```

=====

Entry b
This record from the OMol25 dataset describes a 2-piece molecular cluster, S2 overall. The level of theory is ωB97M-V with the def2-TZVPD basis set.

Output
Gap between HOMO and LUMO (eV): 4.062
Lowest unoccupied orbital energy (eV): -5.346
E_HOMO (eV): -9.41

```
2
Properties=species:S:1:pos:R:3:lowdin_charge:R:1
S 0.129 1.716 0.543 0.000
S -0.129 -1.716 -0.543 0.000
```

=====

Entry c
This record from the OMol25 dataset describes S2 as an isolated structure. The level of theory is ωB97M-V with the def2-TZVPD basis set.

Output
Gap between HOMO and LUMO (eV): 5.428
Lowest unoccupied orbital energy (eV): -4.480
E_HOMO (eV): -9.91

```
2
Properties=species:S:1:pos:R:3:lowdin_charge:R:1
S 0.000 0.000 1.372 0.000
S 0.000 0.000 -1.372 0.000
```

=====

Which structure is the least stable? The one labeled entry b.